[1]
The following is a quantum chemistry calculation of a cluster of 2 separate species, C4H7NOS in total in a non-equilibrium geometry, from the Open Molecules 2025 dataset.

Geometry (Å):
N -1.3423 1.2431 -0.0500
C -2.2392 0.5247 0.0870
C -3.3069 -0.4658 0.1585
O -4.4473 -0.1950 0.4951
H -3.0415 -1.2893 -0.4966
C 1.9097 1.0849 0.7524
S 0.9910 -0.4477 0.9224
C 1.1644 -1.0839 -0.8058
H 1.5642 1.9516 0.2633
H 2.4363 1.4575 1.6057
H 2.8728 0.9182 0.2568
H 2.1905 -1.3939 -0.8306
H 0.4265 -1.9876 -0.8640
H 0.8216 -0.3169 -1.4942

For the energy relative to the best compared isomer or geometry (same formula, charge and spin), the calculation gives 63.4 kcal per mole. For the HOMO energy, the calculation gives -8.5 eV. The HOMO-LUMO gap is 7.5 eV. The charge is 0. Its SMILES is N#CC=O.CSC.

Atomic partial charges in e from the natural (NBO) method, atoms 1 to 5: -0.236 0.161 0.329 -0.421 0.158

=====

[2]
The following is a quantum chemistry calculation of an isolated molecule of C4H7NOS in a non-equilibrium geometry, from the Open Molecules 2025 dataset.

Geometry (Å):
C -1.3717 -0.6780 0.8144
C -0.5523 -0.7061 -0.4609
N 0.5190 0.3119 -0.4022
C 1.6762 -0.1420 0.2979
O 1.7017 -1.2643 0.7257
C 0.4364 1.5705 -0.7804
S 1.3335 2.9417 -0.5250
H -1.8239 -1.6682 0.8880
H -0.5969 -0.6731 1.6216
H -2.0970 0.0702 0.9207
H -1.1778 -0.4718 -1.3258
H -0.0843 -1.6564 -0.7139
H 2.4858 0.5902 0.3943
H -0.4486 1.7756 -1.4546

For the energy relative to the best compared isomer or geometry (same formula, charge and spin), the calculation gives 19.1 kcal per mole. For the HOMO energy, the calculation gives -8.7 eV. The HOMO-LUMO gap is 8.6 eV. The charge is 0. Its SMILES is CCN(C=O)C=S.

Atomic partial charges in e from the natural (NBO) method, atoms 1 to 5: -0.624 -0.212 -0.468 0.543 -0.543

=====

[3]
The following is a quantum chemistry calculation of an isolated molecule of C4H7NOS in a non-equilibrium geometry, from the Open Molecules 2025 dataset.

Geometry (Å):
C 1.2821 -0.2086 -0.9985
S 0.7235 -1.8607 -1.1210
O 0.0834 -2.0975 -2.4240
C -0.7375 -1.6238 0.0805
C -0.8693 -0.5011 0.8065
N 0.0441 0.4160 0.8307
C -0.1930 1.8501 0.8634
H 1.0162 0.6077 -1.5825
H 2.2697 -0.3889 -0.6873
H -1.2511 -2.5160 0.2253
H -1.9381 -0.3169 1.2861
H -1.0769 2.1985 0.4142
H -0.1019 2.2280 1.9082
H 0.7487 2.2131 0.3984

For the energy relative to the best compared isomer or geometry (same formula, charge and spin), the calculation gives 131.6 kcal per mole. For the HOMO energy (alpha / beta), the calculation gives -8.4 / -8.4 eV. The HOMO-LUMO gap (alpha / beta) is 7.3 / 7.3 eV. The charge is 0. Its SMILES is C=S(=O)=C/C=N/C.

Atomic partial charges in e from the natural (NBO) method, atoms 1 to 5: -0.441 1.227 -0.967 -0.470 -0.020

=====

[4]
The following is a quantum chemistry calculation of an isolated molecule of C4H7NOS, from the Open Molecules 2025 dataset.

Geometry (Å):
C -1.9964 -1.3602 -1.5488
C -2.8916 -0.4014 -1.2184
C 1.8439 0.0019 0.7142
C 0.5478 0.7626 0.4137
N -0.5373 -0.0229 -0.0847
O -4.1845 -0.6601 -1.0212
S -0.3438 -1.0154 -1.3024
H -2.2148 -2.2424 -2.1417
H 2.5650 0.6762 1.1692
H 2.2776 -0.4172 -0.1923
H 1.6505 -0.8122 1.4095
H 0.7676 1.5766 -0.2938
H 0.1722 1.2158 1.3375
H -4.6955 0.1620 -1.0395

For the energy relative to the best compared isomer or geometry (same formula, charge and spin), the calculation gives 112.7 kcal per mole. For the HOMO energy (alpha / beta), the calculation gives -7.4 / -8.4 eV. The HOMO-LUMO gap (alpha / beta) is 6.9 / 8.3 eV. The charge is 0.

Atomic partial charges in e from the natural (NBO) method, atoms 1 to 5: -0.635 0.343 -0.623 -0.253 -0.638

=====

[5]
The following is a quantum chemistry calculation of an isolated molecule of C4H7NOS in a non-equilibrium geometry, from the Open Molecules 2025 dataset.

Geometry (Å):
C -1.8843 -0.2504 -0.7574
N -0.5621 -0.2025 -0.1869
C -0.0876 0.0565 1.1688
C 1.3446 -0.0594 0.5770
O 2.1066 1.1003 0.7361
C 0.6538 -0.2057 -0.7672
S 1.1731 -0.2550 -2.3188
H -2.3888 0.7055 -0.6223
H -1.7643 -0.4198 -1.8299
H -2.4265 -1.0201 -0.2934
H -0.3885 -0.7268 1.8969
H -0.3141 1.0501 1.5168
H 1.8488 -0.9438 0.8996
H 2.6893 1.1711 -0.0194

For the energy relative to the best compared isomer or geometry (same formula, charge and spin), the calculation gives 27.0 kcal per mole. For the HOMO energy, the calculation gives -8.5 eV. The HOMO-LUMO gap is 9.2 eV. The charge is 0. Its SMILES is CN1C[C@H](O)C1=S.

Atomic partial charges in e from the natural (NBO) method, atoms 1 to 5: -0.418 -0.366 -0.211 0.036 -0.699

=====

[6]
The following is a quantum chemistry calculation of a structure of composition C4H7NOS in a non-equilibrium geometry, from the Open Molecules 2025 dataset.

Geometry (Å):
C -1.5787 0.6929 2.2582
C -1.1709 0.6106 0.6269
C 0.9869 -0.9793 -1.2614
C 1.1448 0.1528 -0.2653
N 0.0977 0.1371 0.7248
O -1.8326 1.1094 -0.3938
S 0.1031 -0.0707 2.4163
H -2.4976 -0.0065 2.5747
H 0.2154 -0.8500 -1.9410
H 0.8912 -2.0291 -0.9409
H 1.8725 -0.9414 -1.8486
H 0.9426 1.0158 -0.8757
H 2.1854 0.0907 0.1862
H -1.3599 1.0678 -1.2602

For the energy relative to the best compared isomer or geometry (same formula, charge and spin), the calculation gives 103.7 kcal per mole. For the HOMO energy, the calculation gives -7.2 eV. The HOMO-LUMO gap is 7.5 eV. The charge is 0.

Atomic partial charges in e from the natural (NBO) method, atoms 1 to 5: -0.661 0.537 -0.613 -0.227 -0.547

=====

[7]
The following is a quantum chemistry calculation of an isolated molecule of C4H7NOS, from the Open Molecules 2025 dataset.

Geometry (Å):
C 0.7339 1.2750 -0.7812
C 0.3878 0.1671 -0.1276
O -0.8842 -0.2123 0.1873
C -1.9404 0.6317 -0.2513
C 1.3891 -0.8281 0.3881
N 0.8328 -1.8571 1.0360
S 3.0211 -0.6726 0.1930
H 1.8001 1.4365 -0.9759
H 0.0213 2.0099 -1.1738
H -1.8416 1.6403 0.2176
H -2.8571 0.1560 0.0937
H -1.9230 0.7106 -1.3406
H -0.1754 -1.8988 1.1255
H 1.4356 -2.5581 1.4092

For the energy relative to the best compared isomer or geometry (same formula, charge and spin), the calculation gives 22.5 kcal per mole. For the HOMO energy, the calculation gives -8.3 eV. The HOMO-LUMO gap is 8.6 eV. The charge is 0. Its SMILES is C=C(OC)C(N)=S.

Atomic partial charges in e from the natural (NBO) method, atoms 1 to 5: -0.454 0.219 -0.527 -0.251 0.078

=====

[8]
The following is a quantum chemistry calculation of a structure of composition C4H7NOS in a non-equilibrium geometry, from the Open Molecules 2025 dataset.

Geometry (Å):
C -0.8525 -1.4204 -0.4195
C 0.7428 0.4408 -0.3300
C 1.0389 1.7087 -1.0588
C 0.1632 1.3399 0.7524
H -1.6823 -1.7298 -1.0973
H -0.3665 -0.1384 -1.9343
H 1.6610 -0.0836 0.0080
H 0.5774 1.7714 -1.9680
H 2.0754 2.0501 -1.1409
H -0.8985 1.1944 1.0078
H 0.6973 1.3146 1.7107
N -0.1378 -0.4711 -1.0272
O 0.5181 2.5102 -0.0230
S -0.7375 -2.0985 1.0702

For the energy relative to the best compared isomer or geometry (same formula, charge and spin), the calculation gives 46.5 kcal per mole. For the HOMO energy, the calculation gives -8.6 eV. The HOMO-LUMO gap is 9.3 eV. The charge is 0.

Atomic partial charges in e from the natural (NBO) method, atoms 1 to 5: -0.066 -0.114 -0.057 -0.067 0.188

=====

[9]
The following is a quantum chemistry calculation of a cluster of 2 separate species, C4H7NOS2 in total in a non-equilibrium geometry, from the Open Molecules 2025 dataset.

Geometry (Å):
C 0.6434 1.0680 2.0539
C 1.2635 -0.0790 1.2618
C -1.0655 -0.5352 0.2079
C -0.4881 0.0954 -0.9790
H -0.3476 0.5733 2.7297
H 0.1987 1.6454 1.0007
H 1.5888 1.7285 3.0433
H 2.2849 -0.3364 1.5549
H -2.1151 -1.1297 -0.0539
H -1.5163 0.4657 0.9050
H 0.7062 1.5004 -1.5884
N 0.6821 0.7063 -0.8703
O 1.7280 0.4229 0.0190
S 0.0541 -1.4376 1.2656
S -1.3990 0.4332 -2.3231

For the energy relative to the best compared isomer or geometry (same formula, charge and spin), the calculation gives 153.3 kcal per mole. For the HOMO energy, the calculation gives -8.6 eV. The HOMO-LUMO gap is 8.7 eV. The charge is 0.

Atomic partial charges in e from the natural (NBO) method, atoms 1 to 5: -0.674 -0.130 -0.670 0.061 0.241

=====

[10]
The following is a quantum chemistry calculation of an isolated molecule of C4H7NOS2 in a non-equilibrium geometry, from the Open Molecules 2025 dataset.

Geometry (Å):
O -0.9594 -0.2775 -2.2205
C -0.1857 0.6237 -2.3892
S 0.1023 1.8972 -1.2554
C -0.5847 1.3024 0.3577
C 0.3297 0.3206 1.1934
N 0.9204 -0.8735 0.7401
C 0.1335 -1.9844 0.6235
S -1.5745 -2.2171 0.9484
H 0.3850 0.9828 -3.3603
H -0.9328 2.2403 0.8404
H -1.2661 0.5764 0.1425
H 1.1955 0.9264 1.6049
H -0.1397 0.1079 2.0898
H 1.7385 -0.7159 0.2771
H 0.8380 -2.9091 0.4076

For the energy relative to the best compared isomer or geometry (same formula, charge and spin), the calculation gives 50.9 kcal per mole. For the HOMO energy, the calculation gives -8.5 eV. The HOMO-LUMO gap is 8.8 eV. The charge is 0. Its SMILES is O=CSCCNC=S.

Atomic partial charges in e from the natural (NBO) method, atoms 1 to 5: -0.528 0.217 0.198 -0.540 -0.231

=====

[11]
The following is a quantum chemistry calculation of an isolated molecule of C4H7NP2 in a non-equilibrium geometry, from the Open Molecules 2025 dataset.

Geometry (Å):
C 0.5308 1.3618 -0.2126
C -0.8017 0.7117 -0.0961
N -1.8629 1.4662 0.0251
P -3.3867 0.6631 0.0145
P -2.5514 -1.3200 -0.0774
C -0.9742 -0.7113 -0.1709
C 0.2017 -1.5936 -0.0485
H 1.2435 0.7497 -0.9406
H 1.2075 1.3565 0.5989
H 0.4534 2.4798 -0.4571
H -3.7378 0.4362 1.3867
H 1.0040 -1.1065 0.3781
H 0.4503 -1.8918 -1.1271
H 0.0135 -2.3897 0.6886

For the energy relative to the best compared isomer or geometry (same formula, charge and spin), the calculation gives 0.0 kcal per mole. For the HOMO energy, the calculation gives -9.0 eV. The HOMO-LUMO gap is 8.5 eV. The charge is 0. Its SMILES is CC1=N[PH]#P=C1C.

Atomic partial charges in e from the natural (NBO) method, atoms 1 to 5: -0.674 0.231 -0.714 0.469 0.379

=====

[12]
The following is a quantum chemistry calculation of a cluster of 2 separate species, C4H7NS in total in a non-equilibrium geometry, from the Open Molecules 2025 dataset.

Geometry (Å):
C -0.7152 1.6869 0.8866
C -1.1706 -0.1661 -0.8545
C -0.5991 0.6120 0.1741
C 1.1795 -0.6582 0.7789
N -1.3919 -1.3335 -0.5644
S 2.0093 -1.1288 -0.8195
H -0.0520 2.0329 1.5859
H -1.6437 2.3096 0.6208
H -0.9392 0.1449 -1.8813
H 0.9043 -1.5797 1.3572
H 1.9164 -0.0504 1.1825
H -1.6666 -2.0249 -1.2174
H 2.1689 0.1553 -1.2489

For the energy relative to the best compared isomer or geometry (same formula, charge and spin), the calculation gives 116.9 kcal per mole. For the HOMO energy, the calculation gives -8.3 eV. The HOMO-LUMO gap is 8.4 eV. The charge is 0.

Atomic partial charges in e from the natural (NBO) method, atoms 1 to 5: -0.439 0.010 0.079 -0.484 -0.569

=====

Repeat the fourth record exactly.
The following is a quantum chemistry calculation of an isolated molecule of C4H7NOS, from the Open Molecules 2025 dataset.

Geometry (Å):
C -1.9964 -1.3602 -1.5488
C -2.8916 -0.4014 -1.2184
C 1.8439 0.0019 0.7142
C 0.5478 0.7626 0.4137
N -0.5373 -0.0229 -0.0847
O -4.1845 -0.6601 -1.0212
S -0.3438 -1.0154 -1.3024
H -2.2148 -2.2424 -2.1417
H 2.5650 0.6762 1.1692
H 2.2776 -0.4172 -0.1923
H 1.6505 -0.8122 1.4095
H 0.7676 1.5766 -0.2938
H 0.1722 1.2158 1.3375
H -4.6955 0.1620 -1.0395

For the energy relative to the best compared isomer or geometry (same formula, charge and spin), the calculation gives 112.7 kcal per mole. For the HOMO energy (alpha / beta), the calculation gives -7.4 / -8.4 eV. The HOMO-LUMO gap (alpha / beta) is 6.9 / 8.3 eV. The charge is 0.

Atomic partial charges in e from the natural (NBO) method, atoms 1 to 5: -0.635 0.343 -0.623 -0.253 -0.638

=====

Copy entry 1 word for word.
The following is a quantum chemistry calculation of a cluster of 2 separate species, C4H7NOS in total in a non-equilibrium geometry, from the Open Molecules 2025 dataset.

Geometry (Å):
N -1.3423 1.2431 -0.0500
C -2.2392 0.5247 0.0870
C -3.3069 -0.4658 0.1585
O -4.4473 -0.1950 0.4951
H -3.0415 -1.2893 -0.4966
C 1.9097 1.0849 0.7524
S 0.9910 -0.4477 0.9224
C 1.1644 -1.0839 -0.8058
H 1.5642 1.9516 0.2633
H 2.4363 1.4575 1.6057
H 2.8728 0.9182 0.2568
H 2.1905 -1.3939 -0.8306
H 0.4265 -1.9876 -0.8640
H 0.8216 -0.3169 -1.4942

For the energy relative to the best compared isomer or geometry (same formula, charge and spin), the calculation gives 63.4 kcal per mole. For the HOMO energy, the calculation gives -8.5 eV. The HOMO-LUMO gap is 7.5 eV. The charge is 0. Its SMILES is N#CC=O.CSC.

Atomic partial charges in e from the natural (NBO) method, atoms 1 to 5: -0.236 0.161 0.329 -0.421 0.158